# 1
DFT (the ωB97M-V functional and the def2-TZVPD basis) results for one molecule with the formula C4H7NOS in a non-equilibrium geometry.

spin multiplicity: 1
highest occupied orbital energy: -8.60 eV
SMILES: C1=NSCCOC1
total energy: -18629.98962 eV
F_max: 4.9 eV/Å
frontier orbital gap: 9.30 eV

XYZ file:
```
14
C4H7NOS the ωB97M-V functional and the def2-TZVPD basis
C -0.5294 1.6459 0.1723
C 0.9056 1.4441 -0.1888
C -0.6668 -1.5780 -0.0730
C -1.7382 -0.4571 0.2878
H -0.8346 2.7761 -0.0222
H -0.4361 1.2751 1.1273
H 1.0684 1.8503 -1.4357
H 1.5242 2.3078 0.3853
H -1.0311 -2.7360 -0.0072
H -1.8751 -0.3469 1.5030
H -2.7337 -0.8332 -0.2738
N 0.5634 -1.5901 -0.3461
O -1.4482 0.7003 -0.3888
S 1.5083 -0.3184 0.1916
```

# 2
DFT (the ωB97M-V functional and the def2-TZVPD basis) results for one molecule with the formula C4H6N4 in a non-equilibrium geometry.

spin multiplicity: 1
highest occupied orbital energy: -7.66 eV
SMILES: NN1[C@@]23C=C[C@@]12NN3
total energy: -10198.18078 eV
F_max: 2.6 eV/Å
frontier orbital gap: 8.40 eV

XYZ file:
```
14
C4H6N4 the ωB97M-V functional and the def2-TZVPD basis
C 0.1050 1.1659 0.8037
C -0.0277 1.1997 -0.5140
C 0.4657 -0.3029 0.9358
C 0.3339 -0.2615 -0.7223
N -0.3971 -1.2151 0.0340
N 1.8460 -0.7531 0.7105
N 1.7724 -0.5762 -0.7289
N -1.7555 -1.1191 0.2064
H 0.0217 1.8763 1.6035
H -0.2877 1.9357 -1.2504
H 2.5146 -0.0802 1.0843
H 1.9576 -1.4662 -1.1922
H -2.2104 -1.9186 -0.2202
H -2.1748 -0.2347 -0.0832
```

# 3
DFT (the ωB97M-V functional and the def2-TZVPD basis) results for a 2-piece molecular cluster, C2H7NS2 overall in a non-equilibrium geometry.

spin multiplicity: 1
highest occupied orbital energy: -8.07 eV
SMILES: C=CN.SS
total energy: -25346.94332 eV
F_max: 1.8 eV/Å
frontier orbital gap: 8.35 eV

XYZ file:
```
12
C2H7NS2 the ωB97M-V functional and the def2-TZVPD basis
S 2.1504 0.2175 -0.8918
S 1.2951 1.0565 0.8137
H 3.3874 0.6403 -0.5982
H 0.4311 1.8289 0.1645
C -3.1608 -1.4846 1.0240
C -2.6456 -0.5409 0.2396
N -1.7576 -0.7568 -0.8141
H -2.7161 -2.4685 1.0742
H -3.8353 -1.1759 1.8093
H -2.7241 0.5285 0.4294
H -1.5949 -1.7039 -1.0939
H -1.6270 0.0798 -1.3439
```